Entry 1:
Computed, not measured: an isolated ion of composition C6H13BrN and charge +1 at a distorted geometry, with ωB97M-V/def2-TZVPD.

The geometry in ORCA input format:
```
! RIJCOSX wB97M-V def2-TZVPD def2/J DEFGRID3
* xyz 1 3
Br 3.338 -0.162 0.089
N 0.461 0.311 -0.089
C -1.651 -0.328 0.772
C 0.527 0.733 -1.483
C -1.262 -1.347 -0.208
C -0.680 0.896 0.587
C 1.702 0.647 0.759
C 0.315 -1.181 -0.076
H -1.588 -2.380 -0.051
H -2.625 0.085 0.631
H 0.583 1.860 -1.691
H -0.423 0.571 -1.830
H 1.408 0.218 -2.014
H 1.766 1.664 0.880
H 0.786 -1.655 -0.940
H -1.172 1.605 -0.098
H -0.289 1.422 1.479
H -1.621 -0.639 1.807
H 1.480 0.255 1.719
H 0.579 -1.482 0.885
H -1.636 -1.094 -1.127
*
```

Values from the calculation:
E_tot, eV: -77952.0655
Relative energy (zero: lowest compared OMol25 entry of this formula, charge and spin), eV: 2.0743
Frontier orbital gap (spin up / spin down), eV: 6.60 / 7.37
M, g mol⁻¹: 179.1

=====

Entry 2:
Computed, not measured: one molecule with the formula C3H6N2O2, with ωB97M-V/def2-TZVPD.

The geometry in ORCA input format:
```
! RIJCOSX wB97M-V def2-TZVPD def2/J DEFGRID3
* xyz 0 1
O 0.316 1.147 0.996
O 2.387 -0.771 -0.957
N -1.786 0.436 0.590
N 0.376 -1.549 -0.253
C -0.910 0.942 1.479
C 1.272 -0.556 -0.526
C 0.772 0.876 -0.340
H 0.753 -2.485 -0.244
H -2.731 0.330 0.926
H -0.425 -1.371 0.335
H -1.675 0.352 -0.418
H 0.018 1.123 -1.098
H 1.633 1.525 -0.491
*
```

Values from the calculation:
E_tot, eV: -10282.0211
Relative energy (zero: lowest compared OMol25 entry of this formula, charge and spin), eV: 2.7764
Frontier orbital gap, eV: 9.72
M, g mol⁻¹: 102.1

=====

Entry 3:
Computed, not measured: one molecule with the formula C5H9NO at a distorted geometry, with ωB97M-V/def2-TZVPD.

The geometry in ORCA input format:
```
! RIJCOSX wB97M-V def2-TZVPD def2/J DEFGRID3
* xyz 0 1
O -2.138 -0.187 0.472
N -0.741 0.658 -1.112
C 0.155 0.046 -0.114
C 1.197 -0.886 -0.722
C -0.858 -0.782 0.726
C -1.922 0.489 -0.686
C 0.896 1.189 0.638
H 1.866 -1.268 0.061
H -0.508 -0.645 1.735
H 1.809 -0.365 -1.463
H 1.447 1.799 -0.091
H 1.640 0.820 1.358
H 0.223 1.870 1.173
H -2.820 0.836 -1.186
H 0.709 -1.741 -1.197
H -0.955 -1.833 0.407
*
```

Values from the calculation:
E_tot, eV: -8868.0925
Relative energy (zero: lowest compared OMol25 entry of this formula, charge and spin), eV: 1.1201
Frontier orbital gap, eV: 10.67
M, g mol⁻¹: 99.1

=====

Entry 4:
Computed, not measured: an isolated ion of composition C4H11N2S and charge -1 at a distorted geometry, with ωB97M-V/def2-TZVPD.

The geometry in ORCA input format:
```
! RIJCOSX wB97M-V def2-TZVPD def2/J DEFGRID3
* xyz -1 1
S -0.097 3.072 -2.811
N 1.092 -1.473 2.407
N -0.761 -0.458 -0.759
C 0.163 -1.216 0.118
C -0.045 0.629 -1.526
C 0.020 -0.828 1.637
C -0.778 1.935 -1.515
H 1.938 -1.410 1.858
H 1.164 -0.893 -0.159
H -1.840 1.777 -1.686
H 1.206 -1.132 3.347
H -0.009 -2.300 0.052
H -1.469 -0.054 -0.152
H -0.052 0.174 -2.542
H -0.644 2.374 -0.499
H 0.007 0.282 1.670
H -0.941 -1.197 1.947
H 1.046 0.718 -1.388
*
```

Values from the calculation:
E_tot, eV: -18141.7860
Relative energy (zero: lowest compared OMol25 entry of this formula, charge and spin), eV: 1.3123
Frontier orbital gap, eV: 5.76
M, g mol⁻¹: 119.2